No. 1
Computed, not measured: C5H9NO in the gas phase in a non-equilibrium geometry, with ωB97M-V/def2-TZVPD.

Geometry as XYZ:
```
16
C5H9NO, DFT ωB97M-V/def2-TZVPD
C -0.739 1.285 -0.144
C 0.411 0.172 0.054
C 0.718 -0.433 -1.342
C -0.006 -1.015 0.974
O -1.148 -1.599 0.368
C 1.320 1.130 0.682
N 1.766 2.067 1.197
H -1.659 0.725 -0.107
H -0.816 2.134 0.564
H -0.577 1.756 -1.121
H 1.262 0.256 -1.990
H -0.262 -0.643 -1.782
H 1.250 -1.396 -1.341
H 0.785 -1.787 1.068
H -0.219 -0.648 1.983
H -1.623 -2.120 1.025
```

Properties
**Orbital gap**: 11.20 eV
**Net charge**: 0
**Strongest force on any atom**: 0.02832 hartree/bohr
**SMILES**: CC(C)(C#N)CO
**Relative energy (zero: lowest compared OMol25 entry of this formula, charge and spin)**: 41.9 kcal per mole


No. 2
Computed, not measured: C20H22FN3O3S in the gas phase in a non-equilibrium geometry, with ωB97M-V/def2-TZVPD.

Geometry as XYZ:
```
50
C20H22FN3O3S, DFT ωB97M-V/def2-TZVPD
C -4.196 -0.999 2.747
H -4.991 -0.270 2.612
H -3.950 -1.045 3.805
H -4.560 -1.975 2.436
C -2.949 -0.604 1.947
N -3.081 -0.554 0.508
C -3.388 -1.805 -0.165
C -4.889 -1.784 -0.529
H -5.462 -2.432 0.134
H -5.042 -2.132 -1.549
C -5.315 -0.318 -0.362
H -5.773 0.083 -1.264
H -6.029 -0.210 0.454
C -4.005 0.426 -0.031
C -3.394 1.024 -1.318
N -2.017 1.399 -1.117
C -1.015 0.568 -1.490
O -1.176 -0.394 -2.215
C 0.345 0.941 -0.991
C 0.714 2.220 -0.630
C 2.014 2.480 -0.197
C 2.985 1.466 -0.127
C 2.590 0.174 -0.494
C 1.308 -0.075 -0.919
H 1.013 -1.071 -1.213
H 3.302 -0.633 -0.441
S 4.593 1.862 0.411
C 5.434 0.291 0.159
C 5.791 -0.470 1.261
C 6.500 -1.645 1.089
C 6.843 -2.032 -0.195
C 6.503 -1.279 -1.306
C 5.799 -0.104 -1.121
H 5.526 0.506 -1.969
H 6.795 -1.611 -2.290
F 7.530 -3.176 -0.369
H 6.789 -2.256 1.930
H 5.514 -0.140 2.250
O 3.477 3.999 0.604
N 2.347 3.805 0.177
O 1.504 4.675 0.066
H 0.038 3.060 -0.690
H -1.841 2.062 -0.379
H -3.398 0.276 -2.112
H -3.970 1.897 -1.634
H -4.156 1.234 0.692
H -2.779 -1.851 -1.073
H -3.122 -2.654 0.464
H -2.145 -1.314 2.164
H -2.611 0.384 2.278
```

Properties
**Orbital gap**: 7.79 eV
**Net charge**: 0
**Strongest force on any atom**: 0.02867 hartree/bohr
**SMILES**: CCN1CCC[C@@H]1CNC(=O)c1ccc(Sc2ccc(F)cc2)c([N+](=O)[O-])c1
**Relative energy (zero: lowest compared OMol25 entry of this formula, charge and spin)**: 108.7 kcal per mole


No. 3
Computed, not measured: a molecular structure, C34H76N2O4PRb3S in a non-equilibrium geometry, with ωB97M-V/def2-TZVPD.

Geometry as XYZ:
```
121
C34H76N2O4PRb3S, DFT ωB97M-V/def2-TZVPD
Rb -0.094 2.068 4.163
Rb 1.235 6.607 2.756
Rb 3.982 2.533 1.981
S 0.779 3.542 1.145
O 0.278 4.797 0.553
O 1.479 3.939 2.393
O -0.282 2.548 1.430
O 1.732 2.890 0.214
C 7.405 -4.490 2.764
C 6.673 -5.380 1.742
C 5.169 -5.229 1.829
C 4.672 -3.996 1.026
P 2.904 -3.839 0.701
C 2.603 -2.139 0.098
C 3.829 -1.395 -0.432
C 3.527 -0.061 -1.149
C 4.780 0.746 -1.427
C 2.402 -4.810 -0.740
C 3.094 -6.181 -0.875
C 2.415 -7.098 -1.916
C 3.389 -8.107 -2.504
C 1.937 -4.028 2.202
C 0.407 -3.974 1.959
C -0.341 -3.765 3.290
C -0.345 -2.297 3.742
H 8.479 -4.622 2.639
H 7.146 -4.711 3.800
H 7.188 -3.435 2.568
H 6.946 -6.428 1.832
H 7.056 -5.028 0.778
H 4.791 -5.284 2.851
H 4.698 -6.081 1.328
H 5.093 -4.149 0.025
H 5.080 -3.084 1.463
H 2.082 -1.587 0.892
H 1.873 -2.200 -0.714
H 4.371 -2.024 -1.139
H 4.425 -1.182 0.460
H 2.811 0.555 -0.583
H 3.075 -0.363 -2.100
H 5.479 0.868 -0.591
H 4.494 1.756 -1.727
H 5.407 0.325 -2.213
H 2.705 -4.195 -1.590
H 1.322 -4.962 -0.794
H 3.209 -6.680 0.087
H 4.116 -6.030 -1.246
H 2.005 -6.530 -2.760
H 1.549 -7.556 -1.427
H 3.888 -8.768 -1.777
H 4.247 -7.690 -3.037
H 2.865 -8.838 -3.124
H 2.327 -3.207 2.819
H 2.177 -4.970 2.703
H 0.114 -4.922 1.521
H 0.262 -3.106 1.305
H 0.273 -4.303 4.021
H -1.290 -4.282 3.186
H 0.703 -1.973 3.736
H -0.644 -2.242 4.786
H -0.980 -1.747 3.048
C -7.149 0.925 0.984
C -6.604 2.303 0.744
C -5.722 2.807 1.925
C -4.472 3.563 1.538
N -4.399 4.980 2.036
C -5.347 5.917 1.288
C -4.737 6.303 -0.033
C -3.204 6.035 0.173
C -3.073 5.519 1.585
C -4.628 5.128 3.511
H -6.322 0.216 1.092
H -7.838 0.520 0.244
H -7.732 0.842 1.910
H -7.319 3.100 0.530
H -5.887 2.301 -0.088
H -5.417 1.918 2.501
H -6.310 3.268 2.726
H -4.391 3.644 0.451
H -3.544 3.102 1.872
H -5.624 6.772 1.898
H -6.257 5.323 1.169
H -4.877 7.358 -0.237
H -5.099 5.721 -0.873
H -2.656 6.957 0.009
H -2.880 5.320 -0.580
H -2.683 6.309 2.232
H -2.268 4.777 1.638
H -4.219 6.088 3.804
H -4.020 4.332 3.945
H -5.668 5.013 3.773
C -1.489 -0.882 -0.054
C -2.548 -0.276 -0.987
C -2.022 0.335 -2.303
C -1.615 1.788 -2.149
N -0.766 2.265 -3.308
C -0.567 3.736 -3.270
C -0.269 4.164 -4.721
C -0.813 3.010 -5.572
C -1.537 2.083 -4.615
C 0.503 1.574 -3.352
H -0.753 -0.243 0.457
H -0.957 -1.675 -0.591
H -2.071 -1.421 0.703
H -3.135 0.450 -0.419
H -3.233 -1.050 -1.331
H -2.824 0.344 -3.041
H -1.177 -0.234 -2.676
H -0.998 1.953 -1.262
H -2.474 2.455 -2.126
H 0.286 3.957 -2.637
H -1.408 4.266 -2.829
H 0.811 4.259 -4.820
H -0.702 5.121 -4.992
H -0.019 2.412 -6.030
H -1.386 3.356 -6.429
H -1.497 1.024 -4.849
H -2.577 2.369 -4.453
H 1.141 1.905 -4.175
H 0.419 0.500 -3.445
H 1.056 1.888 -2.468
```

Properties
**Orbital gap**: 8.46 eV
**Net charge**: +4
**Strongest force on any atom**: 0.05739 hartree/bohr


No. 4
Computed, not measured: C3H4O4 in the gas phase in a non-equilibrium geometry, with ωB97M-V/def2-TZVPD.

Geometry as XYZ:
```
11
C3H4O4, DFT ωB97M-V/def2-TZVPD
C 2.471 -0.482 -0.089
C 1.132 -0.126 0.418
C 0.016 -0.091 -0.465
O 2.920 -1.554 -0.334
O 3.037 0.687 -0.410
O 2.228 1.655 0.176
O 1.045 -0.236 1.730
H 0.094 0.804 -0.992
H -0.979 -0.168 -0.112
H 0.240 -0.876 -1.334
H 0.167 0.017 2.055
```

Properties
**Orbital gap (alpha / beta)**: 8.60 / 8.60 eV
**Net charge**: 0
**Strongest force on any atom**: 0.07952 hartree/bohr
**Relative energy (zero: lowest compared OMol25 entry of this formula, charge and spin)**: 123.4 kcal per mole


No. 5
Computed, not measured: 2 unconnected molecules or ions with the total composition C4H12 in a non-equilibrium geometry, with ωB97M-V/def2-TZVPD.

Geometry as XYZ:
```
16
C4H12, DFT ωB97M-V/def2-TZVPD
C -0.610 -1.351 1.872
C -0.150 -2.416 0.760
H -1.631 -1.029 1.626
H -0.459 -1.610 2.928
H -0.032 -0.415 2.039
H 0.778 -2.991 1.138
H 0.382 -1.880 -0.069
H -0.933 -2.991 0.646
C -0.274 2.004 -0.978
C 1.007 1.722 -1.729
H -0.730 2.887 -1.325
H -0.955 1.144 -1.127
H -0.284 2.125 0.144
H 1.244 2.653 -2.275
H 1.816 1.324 -1.228
H 0.832 0.822 -2.423
```

Properties
**Orbital gap**: 12.40 eV
**Net charge**: 0
**Strongest force on any atom**: 0.16386 hartree/bohr
**SMILES**: CC.CC
**Relative energy (zero: lowest compared OMol25 entry of this formula, charge and spin)**: 34.5 kcal per mole


No. 6
Computed, not measured: a molecular structure, C17H21Cl3CoFGeNO2 in a non-equilibrium geometry, with ωB97M-V/def2-TZVPD.

Geometry as XYZ:
```
47
C17H21Cl3CoFGeNO2, DFT ωB97M-V/def2-TZVPD
Co -7.471 -8.219 12.386
O -8.331 -7.282 14.010
C -7.188 -6.924 14.842
C -6.011 -6.476 14.021
C -6.356 -5.299 13.062
C -5.941 -5.606 11.637
C -5.296 -4.695 10.860
C -5.181 -5.021 9.475
C -5.447 -6.288 9.053
C -6.194 -7.107 9.895
N -6.404 -6.785 11.177
H -9.034 -6.609 14.021
H -6.961 -7.821 15.405
H -7.466 -6.179 15.583
H -5.732 -7.341 13.413
H -5.192 -6.265 14.696
H -5.988 -4.336 13.367
H -7.448 -5.183 13.042
H -4.907 -3.756 11.255
H -4.590 -4.343 8.924
H -5.259 -6.570 8.044
H -6.564 -8.118 9.599
F -3.186 -11.362 14.965
C -4.135 -10.849 14.158
C -5.367 -11.035 14.823
C -6.454 -10.456 14.229
C -6.298 -9.797 13.014
C -5.061 -9.845 12.305
C -3.863 -10.309 12.916
H -5.360 -11.659 15.804
H -7.423 -10.501 14.682
H -5.122 -9.296 11.324
H -2.855 -10.083 12.523
C -10.717 -9.374 9.495
C -9.821 -9.267 10.780
C -10.288 -10.235 11.835
O -8.936 -8.440 10.967
H -11.373 -8.534 9.364
H -11.287 -10.286 9.566
H -10.055 -9.331 8.595
H -10.170 -11.249 11.437
H -11.371 -10.129 12.011
H -9.801 -10.220 12.791
Cl -9.962 -4.873 15.487
Ge -10.010 -3.348 14.033
Cl -9.824 -4.563 12.212
Cl -11.880 -2.426 13.705
```

Properties
**Orbital gap (alpha / beta)**: 8.64 / 5.98 eV
**<S²>**: 8.78
**Net charge**: +2
**Strongest force on any atom**: 0.06891 hartree/bohr
**Spin multiplicity**: 6
**Relative energy (zero: lowest compared OMol25 entry of this formula, charge and spin)**: 0.0 kcal per mole